No. 1
20
Properties=species:S:1:pos:R:3:forces:R:3:mulliken_charge:R:1 method="wB97M-V/def2-TZVPD" smiles=C[Si@H](P)c1ccccc1 fmax_ev_per_a=1.86 lumo_energy_ev=0.8731 e_homo_ev=-8.70 de_lowest_kcal_mol=0.0 homo_lumo_gap_ev=9.57
C 0.047302 2.160848 1.939598 0.4 -0.3 -0.3 -1.03
Si 1.113574 1.125013 0.752485 -0.5 0.9 -1.5 0.46
P 1.771743 2.497755 -1.208680 0.3 -0.7 1.7 -0.19
C 0.171685 -0.380509 0.088713 0.3 0.4 0.3 0.42
C -1.192829 -0.333493 -0.188889 0.0 0.1 0.1 -0.28
C -1.853279 -1.424145 -0.725216 -0.1 0.0 0.0 -0.62
C -1.158773 -2.589462 -1.004833 0.0 0.0 0.0 -0.37
C 0.197949 -2.654962 -0.738667 0.1 -0.1 -0.1 -0.52
C 0.851179 -1.560916 -0.199642 0.1 0.1 0.1 -0.38
H 0.209585 1.853400 2.968535 0.1 -0.1 0.1 0.31
H 0.287957 3.216497 1.866426 0.1 0.2 0.0 0.33
H -1.013515 2.046063 1.730224 -0.1 0.0 -0.1 0.29
H 2.381082 0.694324 1.356205 0.1 -0.1 0.1 -0.16
H 0.571345 3.192875 -1.221530 -0.6 0.4 0.1 0.03
H 1.292935 1.574450 -2.123741 -0.2 -0.5 -0.4 0.05
H -1.751406 0.568611 0.015850 -0.1 0.1 0.0 0.27
H -2.913259 -1.366579 -0.929162 -0.1 0.0 0.0 0.35
H -1.676130 -3.438197 -1.427921 0.0 -0.1 0.0 0.38
H 0.752017 -3.557449 -0.954612 0.0 -0.1 0.0 0.36
H 1.910839 -1.624125 0.004858 0.1 -0.1 0.0 0.30

***

No. 2
19
Properties=species:S:1:pos:R:3:forces:R:3:mulliken_charge:R:1 method="wB97M-V/def2-TZVPD" fmax_ev_per_a=4.80 lumo_energy_ev=-0.4412 e_homo_ev=-6.68 de_lowest_kcal_mol=144.0 homo_lumo_gap_ev=6.23
C -2.465856 0.224391 -0.347939 1.2 -0.5 -2.1 -0.98
C -1.549481 -0.912553 0.270678 -0.4 1.3 -0.8 -0.24
C -0.180152 -0.331087 0.447336 -1.4 0.5 -2.5 0.35
C 0.217359 0.977848 0.211472 0.0 2.3 -0.5 -0.40
C 0.930850 1.491981 -1.075761 -0.5 0.1 1.9 -0.69
C 2.194099 -1.155080 0.111203 -1.3 0.9 2.0 -0.92
C 1.131326 -0.635096 0.825817 4.1 -2.5 0.0 -0.56
H -1.965267 0.584715 -1.368173 -1.3 -1.5 1.5 0.16
H -3.491376 -0.260715 -0.489052 1.2 1.5 0.1 0.34
H -2.348266 1.231670 0.091463 -0.9 -0.9 0.9 0.34
H -1.973644 -1.269924 1.172379 -0.7 -0.6 1.1 0.34
H -1.586916 -1.779733 -0.476093 0.6 1.0 1.0 0.24
H 0.034656 1.798321 0.936390 -1.6 0.0 -0.8 0.36
H 0.063049 1.619386 -1.727626 0.3 -0.1 -0.4 0.17
H 1.398111 2.502157 -1.011717 0.1 -0.9 0.3 0.29
H 1.564077 0.676034 -1.364202 0.6 0.0 -0.9 0.32
H 2.027335 -1.832850 -0.657606 -0.2 -0.6 -1.8 0.38
H 3.201475 -0.948302 0.444950 0.0 -0.2 0.0 0.28
H 1.407896 -0.283174 1.792447 0.2 0.1 1.1 0.25

***

No. 3
19
Properties=species:S:1:pos:R:3:forces:R:3:mulliken_charge:R:1 method="wB97M-V/def2-TZVPD" smiles=CC1CC2(CC2)C1 fmax_ev_per_a=0.34 lumo_energy_ev=1.1446 e_homo_ev=-9.78 de_lowest_kcal_mol=34.8 homo_lumo_gap_ev=10.92
C 1.287640 -0.855480 2.121668 0.0 0.0 0.0 -1.49
C 0.802166 -0.373320 0.765629 0.1 -0.1 0.1 0.47
C -0.358866 -1.069161 -0.002373 -0.1 -0.2 -0.1 -0.86
C -0.583813 0.300950 -0.663060 0.0 0.0 -0.1 0.87
C -0.194829 0.500792 -2.101810 0.2 0.0 -0.1 -0.95
C -1.549439 0.939718 -1.601478 -0.3 0.0 0.1 -0.59
C 0.009051 0.936755 0.587908 0.0 0.2 0.0 -0.89
H 1.726597 -1.857066 2.039040 -0.1 0.1 0.0 0.36
H 0.483754 -0.895542 2.865549 0.0 0.0 -0.1 0.32
H 2.072465 -0.193891 2.510947 -0.2 -0.1 -0.1 0.35
H 1.654458 -0.326848 0.075267 -0.1 0.0 0.1 0.19
H -0.112400 -1.901319 -0.668876 0.0 0.1 0.1 0.35
H -1.151045 -1.368140 0.697018 0.0 0.1 -0.2 0.26
H -0.201075 -0.398603 -2.720384 0.1 0.2 0.2 0.25
H 0.558002 1.226193 -2.399963 -0.2 0.1 0.1 0.25
H -2.449653 0.437928 -1.941683 0.2 0.0 0.0 0.23
H -1.662810 2.012747 -1.453084 -0.1 -0.2 0.0 0.24
H -0.832960 0.970533 1.295883 0.3 0.0 0.1 0.26
H 0.502755 1.913756 0.593802 0.1 -0.2 -0.2 0.38

***

No. 4
19
Properties=species:S:1:pos:R:3:forces:R:3:mulliken_charge:R:1 method="wB97M-V/def2-TZVPD" smiles="C=C(C)CC1=CC1.[H][H]" fmax_ev_per_a=0.66 lumo_energy_ev=1.0833 e_homo_ev=-8.63 de_lowest_kcal_mol=101.8 homo_lumo_gap_ev=9.72
C 1.563732 -0.211811 -0.133637 0.3 0.2 -0.1 -0.83
C 0.710864 0.758696 -0.460087 0.3 -0.2 -0.1 0.59
C 0.923690 2.207379 -0.108624 0.0 0.0 0.0 -1.37
C -0.566358 0.273048 -1.146428 0.0 0.0 0.0 -0.45
C -0.943551 -0.930591 -0.349072 -0.6 -0.1 0.1 -0.01
C -1.514630 -1.358915 0.726198 -0.4 0.2 -0.4 -0.41
C -0.882930 -2.416696 -0.111411 0.1 -0.4 -0.3 -0.60
H 1.473482 -1.190483 -0.591212 -0.2 0.0 0.3 0.32
H 2.322479 -0.120376 0.630690 0.4 0.4 -0.3 0.23
H 0.005884 2.743948 0.161878 0.1 -0.2 0.0 0.38
H 1.350639 2.721383 -0.980810 -0.1 0.0 0.2 0.35
H 1.645609 2.303620 0.711498 -0.1 0.0 -0.2 0.37
H -1.392879 0.990789 -1.064247 0.3 0.1 0.0 0.24
H -0.417937 0.054798 -2.211966 0.0 0.0 0.2 0.27
H -2.177938 -1.129567 1.535422 0.1 -0.1 0.3 0.48
H -1.537120 -3.054996 -0.706303 0.2 -0.1 -0.1 0.22
H 0.050509 -2.909569 0.193784 -0.2 0.2 0.0 0.21
H -0.206798 0.987437 1.893985 -0.1 0.0 0.3 0.04
H -0.406748 0.281904 2.010341 0.0 0.2 0.1 -0.04

***

No. 5
19
Properties=species:S:1:pos:R:3:forces:R:3:mulliken_charge:R:1 method="wB97M-V/def2-TZVPD" smiles="C#CC(C)C.C=C" fmax_ev_per_a=2.47 lumo_energy_ev=1.1054 e_homo_ev=-9.69 de_lowest_kcal_mol=76.2 homo_lumo_gap_ev=10.80
C -0.494473 2.218743 -1.049333 -0.1 -0.5 0.5 0.18
C 0.112795 1.388363 -0.422114 2.1 0.4 -0.5 -1.15
C 1.344140 0.599001 0.001690 -0.9 0.6 -0.3 1.01
C 1.010396 -0.466496 1.017362 -1.8 -1.0 0.1 -1.01
C 1.970792 0.021645 -1.268286 0.1 0.1 0.0 -1.46
H -1.137318 2.898363 -1.529342 -0.3 0.3 -0.2 0.45
H 2.033014 1.329376 0.444945 -0.1 -0.1 -0.2 0.20
H -0.076156 -0.809577 0.864043 2.2 0.0 0.1 0.01
H 1.686432 -1.329868 0.963664 -0.1 0.3 0.0 0.34
H 0.993310 -0.079360 2.028691 0.3 0.1 0.3 0.33
H 2.909408 -0.478252 -1.032155 0.0 -0.1 0.1 0.39
H 1.299929 -0.704112 -1.725339 0.0 0.0 0.0 0.32
H 2.174029 0.811510 -1.988949 0.0 0.0 0.0 0.41
C -2.060596 -0.390126 0.955300 0.1 1.6 -1.0 -0.23
C -2.547443 -1.427968 0.296692 0.0 -0.1 -0.1 -0.49
H -2.190452 -0.299886 2.023459 0.2 0.0 0.2 0.27
H -1.543647 0.490519 0.406344 -1.3 -1.7 1.2 -0.06
H -2.990085 -2.278724 0.793221 -0.2 0.0 0.1 0.25
H -2.494075 -1.493150 -0.779892 0.1 0.0 -0.1 0.25

***

No. 6
19
Properties=species:S:1:pos:R:3:forces:R:3:mulliken_charge:R:1 method="wB97M-V/def2-TZVPD" smiles=C[C@H]1[C@H]2CCC[C@@H]12 fmax_ev_per_a=0.27 lumo_energy_ev=1.1846 e_homo_ev=-9.69 de_lowest_kcal_mol=12.5 homo_lumo_gap_ev=10.87
C 1.146825 1.810151 0.166582 0.0 -0.1 0.1 -1.54
C 0.276861 1.134050 -0.866285 0.0 0.1 -0.1 0.01
C 0.226007 -0.350569 -1.121059 0.1 -0.2 -0.1 -0.14
C 0.680109 -1.347503 -0.052287 0.1 0.0 0.0 -0.87
C -0.600587 -1.600085 0.759670 0.0 -0.1 0.0 -0.52
C -1.239032 -0.203313 0.832293 0.0 0.0 0.1 -0.87
C -0.986350 0.369480 -0.564582 -0.2 0.0 0.0 -0.14
H 2.155175 1.973739 -0.231093 -0.1 0.0 0.1 0.35
H 0.730497 2.788853 0.432659 0.1 -0.1 0.0 0.35
H 1.243504 1.228160 1.087513 0.0 0.1 -0.1 0.34
H 0.202797 1.716343 -1.784915 0.0 -0.1 0.1 0.43
H 0.239532 -0.686362 -2.154642 0.0 0.1 0.1 0.39
H 1.088337 -2.261344 -0.491972 -0.1 0.1 0.0 0.34
H 1.468105 -0.927947 0.587445 -0.1 -0.1 -0.1 0.25
H -1.260396 -2.261500 0.184150 0.1 0.1 0.0 0.28
H -0.454253 -2.099542 1.721531 0.1 0.2 0.0 0.34
H -0.758842 0.401793 1.612891 -0.1 -0.1 -0.1 0.25
H -2.304475 -0.238644 1.074838 0.1 0.0 -0.1 0.34
H -1.853815 0.554240 -1.192737 0.1 0.0 0.1 0.39

***

No. 7
19
Properties=species:S:1:pos:R:3:forces:R:3:mulliken_charge:R:1 method="wB97M-V/def2-TZVPD" smiles="C/C=C1/C=CCC1.[H][H]" fmax_ev_per_a=0.17 lumo_energy_ev=1.2035 e_homo_ev=-8.10 de_lowest_kcal_mol=33.2 homo_lumo_gap_ev=9.30
C 0.773502 2.254565 -0.992737 0.0 0.0 0.1 -1.20
C 0.470304 0.821189 -1.314573 0.0 -0.1 0.1 -0.12
C 0.250981 -0.147085 -0.419396 0.1 0.1 -0.1 0.47
C -0.027078 -1.557773 -0.729345 0.0 -0.1 0.1 -0.81
C -0.073749 -2.299442 0.380322 0.0 0.1 -0.1 -0.35
C 0.187890 -1.481229 1.621236 0.0 0.0 0.0 -0.62
C 0.239583 -0.025452 1.097720 0.0 0.1 0.0 -0.53
H 1.713176 2.573491 -1.460984 -0.1 0.0 0.1 0.31
H -0.011995 2.921786 -1.370050 0.1 -0.1 0.0 0.30
H 0.862571 2.420265 0.085445 0.0 0.0 -0.2 0.31
H 0.429771 0.559682 -2.372672 0.0 0.0 0.1 0.35
H -0.157389 -1.923156 -1.744206 0.0 0.0 0.2 0.38
H -0.250266 -3.370913 0.412347 0.0 0.2 0.0 0.40
H -0.588137 -1.624443 2.382461 0.1 0.0 -0.1 0.29
H 1.137440 -1.780612 2.085175 -0.1 0.0 -0.1 0.26
H 1.107321 0.524352 1.476356 -0.1 -0.1 -0.1 0.28
H -0.653080 0.526800 1.417498 0.1 -0.1 -0.1 0.28
H -2.391634 0.648404 -0.403762 0.0 0.0 0.0 -0.25
H -3.019211 0.959569 -0.150836 0.0 0.0 0.0 0.24

***

No. 8
19
Properties=species:S:1:pos:R:3:forces:R:3:mulliken_charge:R:1 method="wB97M-V/def2-TZVPD" smiles=CC#CCCCC fmax_ev_per_a=1.61 lumo_energy_ev=1.0605 e_homo_ev=-9.21 de_lowest_kcal_mol=34.4 homo_lumo_gap_ev=10.27
C 3.937322 -0.129406 0.904454 -0.2 -0.1 -0.1 -1.27
C 2.658422 -0.508729 0.351459 -0.8 -0.3 -0.2 0.37
C 1.565234 -0.773593 -0.072084 1.4 0.8 0.1 -0.13
C 0.321753 -0.680000 -0.785457 -0.1 0.2 0.0 -0.54
C -0.731492 0.044889 0.058772 -0.1 -0.2 -0.2 -0.55
C -2.050149 0.103916 -0.687306 -0.2 0.1 0.2 -0.34
C -3.158372 0.768785 0.130728 0.0 -0.1 -0.1 -1.25
H 3.713866 0.471535 1.786484 0.6 0.0 0.1 0.29
H 4.499512 0.436173 0.154424 0.1 0.0 0.3 0.29
H 4.470196 -1.038961 1.156985 0.4 0.1 0.3 0.30
H 0.034068 -1.689329 -1.054030 -0.6 -0.1 -0.2 0.33
H 0.535658 -0.117102 -1.708627 -0.3 -0.2 0.1 0.28
H -0.850805 -0.493235 1.004344 0.0 0.1 0.0 0.32
H -0.395377 1.061707 0.309765 0.1 -0.3 -0.1 0.31
H -2.330571 -0.921660 -0.951494 -0.1 0.1 0.0 0.31
H -1.889795 0.646347 -1.626578 -0.1 -0.1 0.0 0.29
H -3.333506 0.228143 1.066624 0.0 0.0 -0.1 0.32
H -2.897698 1.801104 0.386942 0.0 -0.1 0.0 0.32
H -4.098269 0.789424 -0.425399 0.0 0.0 0.1 0.36

***

No. 9
19
Properties=species:S:1:pos:R:3:forces:R:3:mulliken_charge:R:1 method="wB97M-V/def2-TZVPD" smiles=C[C@H]1[C@H]2CCC[C@@H]12 fmax_ev_per_a=0.63 lumo_energy_ev=1.1128 e_homo_ev=-9.39 de_lowest_kcal_mol=27.7 homo_lumo_gap_ev=10.51
C -2.029436 -0.313204 0.876994 0.1 0.1 0.0 -1.43
C -1.253650 -0.504387 -0.414796 -0.1 0.0 0.0 -0.09
C -0.186521 0.269487 -1.204308 0.2 0.0 -0.2 -0.34
C 0.996070 1.173818 -0.894190 0.0 0.1 0.0 -0.69
C 1.403027 0.887774 0.547507 0.0 0.0 0.0 -0.57
C 1.020737 -0.605514 0.734111 0.0 -0.1 0.0 -0.90
C 0.158615 -1.002480 -0.474995 0.1 -0.2 0.0 -0.02
H -2.931548 0.285139 0.711088 0.2 0.0 0.0 0.37
H -2.365368 -1.301070 1.227186 0.1 0.2 -0.1 0.33
H -1.465439 0.145704 1.692812 0.0 0.0 -0.2 0.31
H -1.909413 -0.960135 -1.158452 0.1 0.0 0.1 0.40
H -0.409112 0.215410 -2.267697 0.2 -0.1 0.1 0.36
H 1.769716 0.706260 -1.527923 0.0 0.5 0.0 0.24
H 0.937088 2.227324 -1.179724 -0.2 0.0 0.2 0.43
H 2.475640 1.054460 0.697062 -0.2 0.0 0.0 0.33
H 0.875596 1.543828 1.249265 0.0 -0.2 -0.1 0.26
H 0.481843 -0.753508 1.677239 0.1 -0.1 -0.2 0.29
H 1.907712 -1.241421 0.783377 0.0 0.1 -0.1 0.34
H 0.524449 -1.827479 -1.074559 -0.5 -0.4 0.2 0.39

***

No. 10
19
Properties=species:S:1:pos:R:3:forces:R:3:mulliken_charge:R:1 method="wB97M-V/def2-TZVPD" fmax_ev_per_a=0.67 lumo_energy_ev=0.8889 e_homo_ev=-9.39 de_lowest_kcal_mol=116.9 homo_lumo_gap_ev=10.28
C -2.092034 -0.181691 -0.436954 0.0 0.0 0.0 -1.60
C -0.999356 0.661104 0.195802 -0.4 -0.1 0.2 0.89
C -0.103561 -0.197505 1.181930 -0.1 -0.1 0.1 -1.17
C 1.338308 0.303813 0.891203 0.0 0.0 0.0 0.70
C 2.405053 -0.767291 0.722274 0.0 0.0 0.0 -1.43
C 0.797549 0.939872 -0.315915 -0.2 0.3 -0.3 0.14
C -0.139107 1.420890 -1.005884 0.6 -0.1 0.3 -1.07
H -1.656480 -0.974413 -1.054434 0.0 0.1 0.1 0.36
H -2.696762 -0.652623 0.350802 0.1 0.1 -0.1 0.39
H -2.738917 0.429538 -1.070939 0.1 -0.1 0.1 0.38
H -1.428785 1.503257 0.744513 0.1 -0.1 -0.1 0.30
H -0.411776 -0.090518 2.226028 0.0 0.0 -0.2 0.35
H -0.176366 -1.254018 0.900283 0.0 0.2 0.0 0.36
H 1.656160 1.056056 1.622416 0.0 -0.1 -0.1 0.33
H 2.083425 -1.521860 -0.002650 0.0 0.1 0.1 0.35
H 2.594766 -1.260684 1.681345 0.0 0.1 -0.1 0.35
H 3.346284 -0.332762 0.371059 -0.1 -0.1 0.1 0.37
H -0.656588 0.595536 -3.242239 -0.1 0.0 -0.1 -0.21
H -1.121814 0.323306 -3.758637 0.1 0.0 -0.1 0.21

***

No. 11
19
Properties=species:S:1:pos:R:3:forces:R:3:mulliken_charge:R:1 method="wB97M-V/def2-TZVPD" fmax_ev_per_a=3.32 lumo_energy_ev=0.3871 e_homo_ev=-7.06 de_lowest_kcal_mol=99.7 homo_lumo_gap_ev=7.45
C 0.545896 1.944223 0.331542 0.2 -0.5 0.9 -1.28
C -0.094476 0.711240 -0.268737 -0.4 2.9 -1.5 0.78
C -1.120400 0.963706 -1.153801 0.1 -1.0 0.9 -1.22
C -0.312397 -0.976709 0.676093 0.3 -1.2 -1.6 -0.07
C 0.615633 -0.579627 -0.294526 -0.2 -0.4 0.7 0.42
C 0.812803 -1.356707 -1.592289 -0.9 1.7 0.2 -1.21
C -0.350174 -0.767239 2.146290 -0.3 1.0 1.2 -1.32
H 1.370652 2.165584 -0.354624 0.1 0.2 0.5 0.27
H 0.898084 1.748506 1.351868 0.4 -0.1 -0.3 0.32
H -0.101108 2.807758 0.465950 -0.3 0.0 -0.5 0.44
H -1.673494 0.170385 -1.638583 0.3 -0.2 -0.2 0.26
H -1.511422 1.939713 -1.401107 0.3 0.3 0.3 0.32
H -1.074166 -1.615406 0.208397 0.0 -0.8 0.7 0.33
H 1.251887 -2.332257 -1.425981 -0.3 -0.2 -0.1 0.36
H 1.400086 -0.768443 -2.318110 0.2 -0.2 0.5 0.31
H -0.176523 -1.296651 -2.049242 0.0 -1.2 -0.3 0.26
H -1.022776 -1.422090 2.701882 0.1 -0.7 -0.6 0.36
H -0.749579 0.178023 2.550388 0.4 0.3 -0.7 0.34
H 0.651750 -0.886736 2.562206 -0.1 0.0 0.0 0.33

***

No. 12
19
Properties=species:S:1:pos:R:3:forces:R:3:mulliken_charge:R:1 method="wB97M-V/def2-TZVPD" fmax_ev_per_a=0.32 lumo_energy_ev="-0.7000 / -0.6885" e_homo_ev="-9.03 / -9.00" de_lowest_kcal_mol=134.0 homo_lumo_gap_ev="8.33 / 8.31"
C 1.802119 -0.628494 -0.090612 0.0 0.0 0.0 -0.96
C 1.105263 0.672069 -0.451015 0.1 0.0 0.0 0.34
C -0.197755 0.497238 -1.283327 -0.1 -0.1 -0.1 -0.70
C -0.987421 0.777533 -0.017944 -0.3 0.0 0.1 0.34
C -2.232308 0.525350 0.364738 0.2 0.1 -0.1 -0.90
C -0.204857 -2.476439 1.060507 -0.2 0.1 0.0 -0.59
C 0.252037 1.284208 0.696621 0.0 0.1 0.2 -0.70
H 2.230355 -1.120492 -0.970617 -0.1 0.1 0.1 0.35
H 1.122311 -1.381353 0.368618 0.0 0.1 0.0 0.09
H 2.601996 -0.473703 0.641659 -0.1 0.0 -0.1 0.35
H 1.830225 1.367167 -0.891181 -0.1 -0.2 0.1 0.42
H -0.320776 1.284142 -2.036361 0.0 -0.1 0.1 0.26
H -0.359472 -0.474908 -1.763731 0.1 0.1 0.1 0.30
H -2.959465 0.083044 -0.312755 0.1 0.1 0.1 0.27
H -2.576098 0.750700 1.371985 0.1 0.0 -0.1 0.27
H -0.901281 -2.314932 0.204950 0.2 0.0 0.1 0.15
H -0.579348 -1.714980 1.783790 0.1 -0.1 -0.1 0.16
H 0.431229 0.904777 1.709386 0.0 0.0 -0.2 0.30
H 0.305039 2.378719 0.717560 0.0 -0.1 0.0 0.26

***

Repeat the fifth record exactly.
19
Properties=species:S:1:pos:R:3:forces:R:3:mulliken_charge:R:1 method="wB97M-V/def2-TZVPD" smiles="C#CC(C)C.C=C" fmax_ev_per_a=2.47 lumo_energy_ev=1.1054 e_homo_ev=-9.69 de_lowest_kcal_mol=76.2 homo_lumo_gap_ev=10.80
C -0.494473 2.218743 -1.049333 -0.1 -0.5 0.5 0.18
C 0.112795 1.388363 -0.422114 2.1 0.4 -0.5 -1.15
C 1.344140 0.599001 0.001690 -0.9 0.6 -0.3 1.01
C 1.010396 -0.466496 1.017362 -1.8 -1.0 0.1 -1.01
C 1.970792 0.021645 -1.268286 0.1 0.1 0.0 -1.46
H -1.137318 2.898363 -1.529342 -0.3 0.3 -0.2 0.45
H 2.033014 1.329376 0.444945 -0.1 -0.1 -0.2 0.20
H -0.076156 -0.809577 0.864043 2.2 0.0 0.1 0.01
H 1.686432 -1.329868 0.963664 -0.1 0.3 0.0 0.34
H 0.993310 -0.079360 2.028691 0.3 0.1 0.3 0.33
H 2.909408 -0.478252 -1.032155 0.0 -0.1 0.1 0.39
H 1.299929 -0.704112 -1.725339 0.0 0.0 0.0 0.32
H 2.174029 0.811510 -1.988949 0.0 0.0 0.0 0.41
C -2.060596 -0.390126 0.955300 0.1 1.6 -1.0 -0.23
C -2.547443 -1.427968 0.296692 0.0 -0.1 -0.1 -0.49
H -2.190452 -0.299886 2.023459 0.2 0.0 0.2 0.27
H -1.543647 0.490519 0.406344 -1.3 -1.7 1.2 -0.06
H -2.990085 -2.278724 0.793221 -0.2 0.0 0.1 0.25
H -2.494075 -1.493150 -0.779892 0.1 0.0 -0.1 0.25